Entry 1:
DFT (wB97M-V/def2-TZVPD) results for the ion C4H7N2 with charge +1 in a non-equilibrium geometry.

Last columns: bonded neighbours and bond lengths (Å).
Atoms and positions in Å:
1 C 1.481 0.258 1.106  N6 1.240, H7 1.122, H8 1.175
2 C -0.671 -0.553 -1.567  C4 1.504, N5 1.460, H9 1.120, H10 1.106
3 C -0.757 0.877 0.746  N6 1.408, H11 1.038, H12 1.072
4 C -0.015 -0.877 -0.252  C2 1.504, N5 1.478, N6 1.321, H13 1.081
5 N -1.480 -0.717 -0.363  C2 1.460, C4 1.478
6 N 0.407 0.123 0.501  C1 1.240, C3 1.408, C4 1.321
7 H 2.461 -0.249 0.903  C1 1.122
8 H 1.653 1.257 1.700  C1 1.175
9 H -0.600 0.419 -2.119  C2 1.120
10 H -0.626 -1.299 -2.382  C2 1.106
11 H -0.696 1.770 0.220  C3 1.038
12 H -1.346 0.922 1.640  C3 1.072
13 H 0.189 -1.931 -0.134  C4 1.081

Computed properties:
Net charge   +1
Spin multiplicity   1
HOMO-LUMO gap (spin up / spin down)   9.00 / 8.99 eV

=====

Entry 2:
DFT (wB97M-V/def2-TZVPD) results for a cluster of 2 separate species, C4H7N2 in total in a non-equilibrium geometry.

Last columns: bonded neighbours and bond lengths (Å).
Atoms and positions in Å:
1 C -1.804 -0.081 0.172  C2 1.520, N5 1.269, H7 1.075
2 C -0.683 -1.103 0.083  C1 1.520, N6 1.463, H8 1.094, H9 1.092
3 C 0.943 0.764 0.734  C4 1.453, N6 1.478, H10 1.082, H11 1.087
4 C -0.088 1.164 -0.208  C3 1.453, N5 1.347, N6 1.524
5 N -1.415 1.117 0.024  C1 1.269, C4 1.347
6 N 0.468 -0.254 -0.226  C2 1.463, C3 1.478, C4 1.524, H13 1.016
7 H -2.829 -0.331 0.380  C1 1.075
8 H -0.574 -1.627 1.038  C2 1.094
9 H -0.849 -1.843 -0.702  C2 1.092
10 H 1.967 1.086 0.594  C3 1.082
11 H 0.665 0.611 1.774  C3 1.087
12 H 0.365 2.546 -2.092  no bonds
13 H 1.121 -0.582 -0.932  N6 1.016

Computed properties:
Net charge   +1
Spin multiplicity   1
HOMO-LUMO gap (spin up / spin down)   10.08 / 8.97 eV

=====

Entry 3:
DFT (wB97M-V/def2-TZVPD) results for the ion C4H7N2 with charge +1 in a non-equilibrium geometry.

Last columns: bonded neighbours and bond lengths (Å).
Atoms and positions in Å:
1 C 0.052 2.685 -1.057  C2 1.205, H7 1.073
2 C -0.065 1.504 -1.269  C1 1.205, N3 1.301
3 N -0.241 0.216 -1.231  C2 1.301, C4 1.756, H8 1.089
4 C -0.042 -0.512 0.355  N3 1.756, C5 1.470, N6 1.325
5 C 0.116 -1.970 0.442  C4 1.470, H9 0.978, H10 1.055, H11 1.036
6 N -0.151 0.470 1.238  C4 1.325, H12 1.036, H13 1.062
7 H -0.124 3.707 -0.783  C1 1.073
8 H 0.152 -0.460 -1.989  N3 1.089
9 H -0.112 -2.507 -0.343  C5 0.978
10 H 1.119 -2.294 0.487  C5 1.055
11 H -0.380 -2.423 1.231  C5 1.036
12 H -0.140 0.213 2.242  N6 1.036
13 H -0.184 1.370 0.677  N6 1.062

Computed properties:
Net charge   +1
Spin multiplicity   1
HOMO-LUMO gap   8.81 eV

=====

Entry 4:
DFT (wB97M-V/def2-TZVPD) results for a cluster of 2 separate species, C4H7N2 in total in a non-equilibrium geometry.

Last columns: bonded neighbours and bond lengths (Å).
Atoms and positions in Å:
1 C -2.170 0.653 -1.040  N5 1.150
2 C 1.965 -0.532 0.908  C3 1.514, C4 1.507, H8 1.072, H9 1.040
3 C 0.703 -1.004 0.216  C2 1.514, C4 1.442, N6 1.439, H10 1.080
4 C 0.644 0.184 1.031  C2 1.507, C3 1.442, N6 1.489, H7 1.089
5 N -3.291 0.799 -1.256  C1 1.150, H11 1.004
6 N 0.420 0.245 -0.439  C3 1.439, C4 1.489, H12 1.015, H13 1.132
7 H 0.023 0.634 1.804  C4 1.089
8 H 2.373 -1.209 1.632  C2 1.072
9 H 2.717 0.045 0.481  C2 1.040
10 H 0.066 -1.857 0.030  C3 1.080
11 H -4.021 1.451 -1.474  N5 1.004
12 H 1.209 0.416 -1.055  N6 1.015
13 H -0.637 0.176 -0.838  N6 1.132

Computed properties:
Net charge   +1
Spin multiplicity   3
HOMO-LUMO gap (spin up / spin down)   7.30 / 7.48 eV

=====

Entry 5:
DFT (wB97M-V/def2-TZVPD) results for the ion C4H7N2 with charge +1 in a non-equilibrium geometry.

Last columns: bonded neighbours and bond lengths (Å).
Atoms and positions in Å:
1 C 1.669 -0.529 -0.008  N5 1.473, N6 1.271, H7 1.041
2 C -1.601 0.658 0.004  C3 1.541, C4 1.478, H8 1.124, H9 1.000
3 C -1.105 -0.801 -0.006  C2 1.541, N5 1.490, H10 1.182, H11 1.079
4 C -0.177 1.048 -0.062  C2 1.478, N5 1.284, H12 1.067
5 N 0.242 -0.164 0.004  C1 1.473, C3 1.490, C4 1.284
6 N 2.477 0.452 -0.017  C1 1.271, H13 1.066
7 H 1.796 -1.556 -0.116  C1 1.041
8 H -2.372 0.785 -0.805  C2 1.124
9 H -1.968 1.015 0.863  C2 1.000
10 H -1.400 -1.602 0.810  C3 1.182
11 H -1.372 -1.434 -0.838  C3 1.079
12 H 0.326 1.983 0.049  C4 1.067
13 H 3.487 0.144 0.124  N6 1.066

Computed properties:
Net charge   +1
Spin multiplicity   3
HOMO-LUMO gap (spin up / spin down)   8.11 / 7.60 eV

=====

Entry 6:
DFT (wB97M-V/def2-TZVPD) results for the ion C4H7N2 with charge +2 in a non-equilibrium geometry.

Last columns: bonded neighbours and bond lengths (Å).
Atoms and positions in Å:
1 C -0.784 -0.201 1.762  C2 1.478, H7 1.131, H8 1.112, H9 1.096
2 C -0.162 -0.114 0.425  C1 1.478, C3 1.423, N6 1.375
3 C 0.549 -1.068 -0.355  C2 1.423, N4 1.380, H10 1.099
4 N 0.650 -0.508 -1.613  C3 1.380, C5 1.353, H11 1.022
5 C 0.393 0.817 -1.509  N4 1.353, N6 1.346, H12 1.098
6 N -0.066 1.069 -0.269  C2 1.375, C5 1.346, H13 1.024
7 H -1.616 -0.968 1.761  C1 1.131
8 H -0.059 -0.564 2.523  C1 1.112
9 H -1.254 0.768 1.963  C1 1.096
10 H 1.245 -1.840 0.002  C3 1.099
11 H 1.347 -0.785 -2.307  N4 1.022
12 H 0.535 1.603 -2.262  C5 1.098
13 H -0.778 1.790 -0.121  N6 1.024

Computed properties:
Net charge   +2
Spin multiplicity   2
HOMO-LUMO gap (spin up / spin down)   10.81 / 9.29 eV

=====

Entry 7:
DFT (wB97M-V/def2-TZVPD) results for the ion C4H7N2O with charge +1 in a non-equilibrium geometry.

Last columns: bonded neighbours and bond lengths (Å).
Atoms and positions in Å:
1 C 0.429 -1.835 -1.537  N2 1.484, H8 1.032, H9 1.098, H10 1.102
2 N -0.435 -1.017 -0.649  C1 1.484, C3 1.332, H11 1.013
3 C -0.008 0.034 0.049  N2 1.332, C4 1.368, H12 1.031
4 C -0.602 1.030 0.774  C3 1.368, C5 1.371, O7 1.518
5 C -0.896 1.989 1.709  C4 1.371, N6 1.324, O7 1.260
6 N -0.456 2.944 2.513  C5 1.324, H13 0.999, H14 1.016
7 O -1.961 1.446 1.309  C4 1.518, C5 1.260
8 H 1.371 -1.669 -1.149  C1 1.032
9 H 0.111 -2.844 -1.244  C1 1.098
10 H 0.112 -1.454 -2.522  C1 1.102
11 H -1.429 -1.145 -0.506  N2 1.013
12 H 0.992 0.284 0.029  C3 1.031
13 H 0.495 3.078 2.784  N6 0.999
14 H -1.222 3.297 3.081  N6 1.016

Computed properties:
Net charge   +1
Spin multiplicity   1
HOMO-LUMO gap   9.03 eV

=====

Entry 8:
DFT (wB97M-V/def2-TZVPD) results for a cluster of 2 separate species, C4H7N2O in total in a non-equilibrium geometry.

Last columns: bonded neighbours and bond lengths (Å).
Atoms and positions in Å:
1 C 0.749 1.182 -0.341  C2 1.356, N6 1.336, H8 1.083
2 C -0.265 1.139 0.559  C1 1.356, H9 1.097, H10 1.180
3 C -1.986 -0.932 -0.022  C4 1.302, H11 1.133, H12 1.057
4 C -0.743 -1.197 -0.305  C3 1.302, H13 1.037, H14 1.110
5 N 2.842 -0.070 0.070  N6 1.139, O7 1.107
6 N 1.908 0.554 -0.122  C1 1.336, N5 1.139
7 O 3.833 -0.494 0.317  N5 1.107
8 H 0.594 1.418 -1.386  C1 1.083
9 H -0.026 0.821 1.582  C2 1.097
10 H -1.311 1.683 0.513  C2 1.180
11 H -2.621 -0.958 0.915  C3 1.133
12 H -2.381 -0.399 -0.845  C3 1.057
13 H -0.271 -1.843 0.354  C4 1.037
14 H -0.322 -0.904 -1.289  C4 1.110

Computed properties:
Net charge   +1
Spin multiplicity   1
HOMO-LUMO gap   8.10 eV

=====

For the records above, the corresponding energy relative to the best compared isomer or geometry (same formula, charge and spin) values read 681.7 693.9 492.1 610.5 233.9 73.6 364.8 774.7 kJ/mol.
For the records above, the corresponding E values read -7228.6730 -7228.5460 -7230.6382 -7224.4044 -7228.3084 -7220.7895 -9279.0093 -9274.7606 eV.